No. 1
85
Properties=species:S:1:pos:R:3:forces:R:3:mulliken_charge:R:1 method="wB97M-V/def2-TZVPD" homo_ev=-5.7 total_charge=-1 energy_ev=-48874.767 de_lowest_kj_mol=573.55
C 8.890 45.097 48.494 11.86 -9.90 2.14 -2.345
O 8.378 43.830 48.394 -1.73 -1.80 1.45 -0.124
H 8.287 45.704 48.305 -9.05 10.14 -2.77 1.698
H 9.659 44.909 47.720 0.43 2.22 -0.33 0.323
H 9.572 45.337 49.404 -1.40 -0.10 -0.64 -0.347
N 10.576 46.127 52.318 -0.61 0.36 -0.28 0.090
C 11.600 46.546 53.113 -2.20 1.68 -1.11 -0.463
C 11.349 47.856 53.317 -1.59 3.00 0.03 -0.696
C 10.108 48.323 52.575 3.27 -6.92 1.16 -0.775
C 9.641 47.140 52.006 4.10 0.45 2.14 -0.595
H 10.689 45.242 51.887 -0.82 -0.81 -0.51 0.213
H 12.380 45.914 53.387 0.98 -0.86 0.51 0.493
H 11.777 48.508 54.059 0.62 0.04 -0.14 0.393
H 9.754 49.243 52.468 -1.57 3.63 -0.07 0.639
H 8.768 46.873 51.561 -2.14 -0.49 -1.62 0.680
N 10.227 41.025 46.610 -5.58 -2.36 2.80 0.183
C 10.375 40.137 45.453 -0.61 4.03 4.18 -0.453
C 11.172 40.869 44.707 3.89 0.97 -3.42 -0.367
C 11.512 42.274 45.394 1.02 -1.06 -3.10 -0.069
C 10.793 42.273 46.534 -1.34 0.76 1.73 -0.320
H 9.267 40.878 47.242 3.74 0.67 -2.33 0.089
H 9.754 39.277 45.390 0.10 -0.57 -0.04 0.453
H 11.641 40.260 43.781 -0.80 2.40 1.79 0.177
H 12.165 43.123 44.979 -1.17 -1.73 0.62 0.308
H 10.458 43.161 47.380 1.24 -3.00 -2.68 -0.225
N 9.892 43.024 50.527 1.33 -0.81 7.64 0.922
C 9.311 43.296 51.795 -0.59 -1.50 -1.17 -0.846
C 9.903 42.457 52.720 0.84 0.16 -2.11 -0.556
C 10.971 41.782 51.952 -0.76 0.02 3.91 -0.417
C 10.930 42.205 50.685 1.53 -1.70 -2.22 -0.847
H 9.560 43.380 49.766 -2.66 2.51 -6.16 0.103
H 8.352 43.825 51.824 0.63 -0.04 0.03 0.382
H 9.575 42.277 53.735 0.29 0.17 -0.10 0.446
H 11.642 41.134 52.499 0.23 -0.15 -0.68 0.452
H 11.549 41.800 49.832 -0.88 0.89 0.99 0.213
N 8.504 46.077 44.470 -1.53 -1.31 0.16 0.191
C 9.445 46.924 44.936 0.52 0.97 -1.31 -0.304
C 9.797 47.723 43.870 -1.37 2.50 -2.20 -0.618
C 8.828 47.376 42.701 2.69 -0.13 3.99 -0.699
C 8.118 46.318 43.199 -0.30 0.05 -2.33 -0.172
H 7.989 45.354 44.933 0.26 -0.21 0.83 0.255
H 9.754 46.960 45.961 0.09 -0.21 0.17 0.393
H 10.362 48.754 43.846 -0.86 -2.57 0.38 0.236
H 8.910 47.820 41.752 -0.27 0.25 -0.97 0.431
H 7.422 45.649 42.616 0.77 0.78 1.26 0.284
N 7.203 43.539 45.896 -0.16 2.18 3.30 1.428
C 5.855 43.873 45.747 -0.85 0.08 -3.53 -0.115
C 5.588 43.479 44.392 3.37 -1.86 2.91 -0.718
C 6.849 42.693 43.977 -2.95 1.10 -3.76 -0.903
C 7.856 42.961 44.867 1.02 -0.57 0.58 0.201
H 7.772 43.742 46.731 -0.54 0.03 0.55 -0.409
H 5.041 44.472 46.343 2.63 -1.33 -0.47 0.066
H 4.636 43.584 43.924 -0.28 -0.24 -0.48 0.508
H 6.780 42.204 42.925 0.90 0.88 2.10 0.220
H 9.057 42.917 45.075 -3.31 -0.59 -1.25 0.089
N 10.561 50.602 49.216 3.00 3.09 3.86 -0.182
C 9.400 51.119 48.631 1.72 -4.83 -0.91 -0.819
C 8.737 50.055 48.046 3.02 0.07 2.75 -0.899
C 9.446 48.897 48.519 -3.06 -3.06 -1.90 0.632
C 10.471 49.247 49.297 2.51 -1.30 1.02 -0.578
H 11.446 51.222 49.884 -4.28 -2.55 -2.93 0.353
H 9.238 52.080 48.707 -0.88 4.79 -0.08 0.599
H 7.869 49.991 47.516 -2.09 0.29 -1.33 0.521
H 9.050 47.832 48.256 1.12 2.08 0.78 0.137
H 11.159 48.581 49.931 -1.05 1.43 -1.33 0.302
N 7.697 40.926 48.297 -4.40 5.40 -3.26 0.259
C 8.466 40.163 48.965 1.71 -1.20 1.42 0.037
C 8.243 38.925 48.523 -1.28 -4.39 -0.79 -0.468
C 7.128 38.988 47.427 3.60 3.28 4.20 -1.343
C 6.831 40.332 47.369 2.20 -0.70 1.62 -0.047
H 7.744 41.941 48.412 -0.03 0.00 -0.16 0.057
H 9.148 40.741 49.549 0.62 -0.84 0.94 0.155
H 8.679 38.011 49.046 -0.69 1.19 -1.29 0.290
H 6.596 38.222 47.064 -1.48 -2.72 -1.56 0.684
H 6.255 41.001 46.784 -0.69 0.09 -0.57 0.388
N 5.792 44.517 49.037 0.38 1.45 1.18 0.398
C 5.268 45.760 49.435 -2.96 -4.49 -1.92 -0.737
C 3.893 45.636 49.414 -2.05 -1.07 -0.19 -0.404
C 3.604 44.164 49.114 -2.06 3.81 0.28 -0.594
C 4.788 43.587 48.895 -0.69 7.29 1.56 -0.668
H 6.841 44.294 48.931 -1.14 -0.25 -0.01 -0.022
H 5.907 46.457 49.729 2.39 3.24 0.90 0.614
H 2.982 46.394 49.505 2.59 -1.56 0.10 0.217
H 2.532 43.903 49.007 1.21 -0.53 0.07 0.300
H 5.174 42.764 48.707 2.30 -8.14 -1.93 0.641

***

No. 2
91
Properties=species:S:1:pos:R:3:forces:R:3:mulliken_charge:R:1 method="wB97M-V/def2-TZVPD" homo_ev=-12.4 total_charge=+2 energy_ev=-101983.799
Tl -0.166 0.138 -0.634 0.17 0.01 -0.17 3.626
C 3.833 2.147 -0.888 0.06 0.06 -0.02 -1.198
N 3.240 0.813 -0.887 -0.25 -0.02 -0.02 0.219
C 3.050 0.245 0.439 0.06 -0.08 0.05 -1.245
C 2.646 0.287 -1.981 0.18 0.23 0.16 0.156
N 1.559 -0.474 -1.810 -0.23 -0.22 -0.02 0.190
C 1.187 -1.505 -2.717 0.06 -0.07 -0.05 -0.170
C 2.137 -2.279 -3.384 0.01 0.16 -0.01 -0.698
C 1.763 -3.202 -4.344 0.06 0.02 -0.04 -0.788
C 0.424 -3.344 -4.672 -0.05 -0.04 0.00 -0.695
C -0.534 -2.659 -3.945 -0.04 0.00 0.12 -0.799
C -0.175 -1.803 -2.904 -0.02 -0.02 -0.13 0.238
N -1.138 -1.166 -2.081 0.23 -0.07 -0.17 0.317
C -2.327 -1.706 -1.775 -0.23 0.05 0.04 0.165
N -2.585 -3.025 -1.713 0.07 0.04 -0.07 0.321
C -1.582 -4.027 -1.387 0.11 0.00 -0.04 -0.963
C -3.887 -3.575 -2.076 -0.08 -0.04 -0.05 -1.285
N -3.338 -0.860 -1.483 0.17 0.03 0.06 0.232
C -4.324 -1.160 -0.451 -0.10 0.00 0.09 -1.169
C -3.343 0.514 -1.964 -0.02 0.03 -0.09 -1.074
N 3.183 0.598 -3.177 -0.08 -0.15 0.01 0.305
C 4.625 0.691 -3.378 0.12 0.01 -0.05 -1.284
C 2.405 0.708 -4.401 -0.10 -0.12 0.00 -0.724
H 3.299 2.772 -0.169 0.01 -0.03 0.01 0.370
H 3.749 2.603 -1.869 -0.01 -0.01 0.00 0.419
H 4.883 2.108 -0.597 0.00 0.00 -0.02 0.360
H 3.976 0.366 1.002 0.01 0.00 -0.02 0.471
H 2.822 -0.816 0.366 -0.04 0.01 -0.01 0.291
H 2.260 0.760 0.998 -0.02 -0.01 -0.03 0.343
H 3.185 -2.139 -3.151 0.02 0.03 -0.01 0.537
H 2.519 -3.791 -4.845 -0.01 0.03 -0.03 0.454
H 0.119 -3.999 -5.477 0.01 -0.03 0.03 0.462
H -1.584 -2.790 -4.175 -0.01 -0.04 0.00 0.552
H -0.694 -3.561 -0.971 0.00 0.03 -0.01 0.150
H -1.296 -4.609 -2.264 -0.02 0.01 -0.04 0.336
H -2.009 -4.706 -0.647 0.01 0.02 0.01 0.418
H -4.514 -2.811 -2.525 0.02 0.00 0.01 0.412
H -4.399 -4.000 -1.211 0.01 0.01 -0.01 0.407
H -3.734 -4.371 -2.807 0.01 0.01 0.01 0.381
H -4.064 -2.080 0.066 0.00 0.02 -0.02 0.400
H -5.330 -1.253 -0.865 0.02 -0.01 -0.02 0.347
H -4.327 -0.348 0.278 0.01 0.01 -0.03 0.362
H -2.748 0.590 -2.871 -0.01 0.01 0.02 0.284
H -2.960 1.215 -1.215 0.00 -0.03 0.02 0.254
H -4.371 0.796 -2.191 0.00 0.00 0.01 0.448
H 5.161 0.474 -2.459 -0.03 0.00 0.01 0.383
H 4.911 1.681 -3.737 -0.01 0.01 0.03 0.402
H 4.923 -0.040 -4.134 -0.03 0.01 0.01 0.394
H 1.343 0.761 -4.179 0.02 -0.04 0.03 0.056
H 2.582 -0.135 -5.071 0.02 -0.06 0.01 0.280
H 2.705 1.625 -4.911 -0.02 0.01 0.01 0.467
C -0.393 -3.254 3.809 0.01 0.05 -0.07 -1.561
C 0.499 -3.605 2.607 0.14 -0.37 0.45 2.175
C 1.987 -3.557 3.000 -0.06 0.03 -0.06 -1.627
C 0.138 -4.994 2.054 0.00 0.09 -0.06 -1.598
C 0.290 -2.612 1.565 -0.07 0.31 -0.33 -0.506
N 0.149 -1.827 0.738 0.09 -0.56 0.37 -0.486
H -0.233 -3.999 4.588 0.00 0.00 0.00 0.422
H -1.448 -3.263 3.535 0.00 -0.01 0.01 0.375
H -0.146 -2.272 4.212 0.01 -0.01 0.01 0.368
H 2.168 -4.307 3.769 0.00 0.01 0.01 0.449
H 2.258 -2.579 3.398 0.00 -0.01 0.01 0.386
H 2.625 -3.780 2.145 0.01 -0.02 0.02 0.362
H 0.351 -5.735 2.824 -0.01 -0.01 0.00 0.471
H 0.729 -5.236 1.170 0.00 -0.02 0.01 0.368
H -0.921 -5.057 1.803 0.00 0.00 0.00 0.296
C 0.147 7.305 7.487 0.10 0.15 0.02 -1.087
C -0.010 6.133 6.569 -0.18 -0.31 -0.13 0.756
O 0.848 5.614 5.916 0.02 0.13 0.08 -0.505
S -1.740 5.578 6.529 -0.05 -0.05 0.01 -0.216
C -1.659 4.386 5.221 0.08 0.15 0.08 0.121
C -0.858 3.256 5.345 -0.05 -0.04 -0.06 -0.508
C -0.707 2.400 4.271 -0.06 0.01 0.00 -0.427
C -1.363 2.669 3.067 0.00 0.19 0.15 0.532
C -2.226 3.764 2.973 0.03 -0.10 -0.01 -0.741
C -2.372 4.619 4.049 0.02 -0.04 0.01 -0.486
C -1.078 1.883 1.912 0.00 -0.17 -0.25 0.517
C -0.794 1.258 0.916 -0.15 0.34 0.43 -2.519
H 1.139 7.312 7.936 -0.01 -0.09 -0.03 0.317
H -0.622 7.308 8.257 0.01 0.04 0.02 0.369
H 0.042 8.210 6.885 -0.04 0.01 0.03 0.293
H -0.349 3.055 6.276 0.04 0.04 0.02 0.444
H -0.078 1.524 4.357 0.06 0.03 -0.03 0.442
H -2.756 3.949 2.048 0.02 0.03 0.00 0.454
H -3.021 5.481 3.977 0.04 0.02 -0.01 0.438
Cl -2.441 3.748 -4.486 0.21 0.00 0.03 -0.074
C -0.676 3.715 -4.288 -0.22 0.52 -0.43 0.777
Cl 0.101 3.171 -5.783 -0.06 0.01 0.15 -0.069
Cl -0.065 5.304 -3.805 -0.07 -0.21 -0.03 -0.063
C -0.383 2.766 -3.224 0.04 -0.28 0.35 -0.408
N -0.192 2.015 -2.380 0.01 0.35 -0.35 -0.371

***

No. 3
80
Properties=species:S:1:pos:R:3:forces:R:3:mulliken_charge:R:1 method="wB97M-V/def2-TZVPD" homo_ev=-9.1 total_charge=+1 energy_ev=-47196.437 de_lowest_kj_mol=0.00
C 2.785 3.054 2.683 0.08 0.09 0.00 -1.550
C 1.766 1.913 2.726 0.09 -0.33 -0.11 0.692
C 0.774 2.077 3.879 -0.06 0.10 0.11 -1.478
C 2.488 0.561 2.768 -0.29 0.22 0.17 0.502
C 3.376 0.284 3.810 -0.06 -0.23 -0.13 -0.155
C 4.081 -0.918 3.836 0.02 0.08 0.11 -1.509
C 3.930 -1.826 2.792 -0.13 0.05 0.01 -0.718
C 3.062 -1.574 1.730 -0.03 -0.26 -0.13 0.440
C 3.028 -2.558 0.550 -0.41 0.09 0.24 2.082
C 3.042 -4.033 0.981 0.00 -0.06 0.06 -1.724
C 4.195 -2.280 -0.399 0.30 0.14 -0.12 -1.210
C 2.301 -0.390 1.759 0.09 0.07 -0.60 -0.708
N 1.445 -0.039 0.634 -0.68 -1.15 1.44 1.218
P -0.243 -0.476 0.418 1.36 1.05 -1.07 -0.417
H -0.794 0.886 0.662 0.08 -0.23 0.06 -0.230
N -0.014 -0.230 -1.302 -1.50 -1.24 0.26 1.124
C -0.823 -0.792 -2.373 0.63 0.14 0.09 -0.772
C -1.826 0.004 -2.934 -0.24 0.22 0.19 0.475
C -2.120 1.408 -2.397 0.17 -0.30 -0.13 0.977
C -3.527 1.495 -1.820 -0.26 -0.01 0.07 -1.256
C -1.889 2.455 -3.489 0.04 0.05 -0.11 -1.603
C -2.555 -0.480 -4.022 0.14 -0.19 0.14 -0.272
C -2.276 -1.737 -4.554 -0.10 0.04 -0.08 -1.535
C -1.234 -2.492 -4.023 -0.05 0.06 0.11 -0.720
C -0.479 -2.031 -2.944 0.15 -0.26 0.07 0.459
C 0.732 -2.853 -2.477 -0.35 0.09 0.32 2.121
C 1.934 -2.569 -3.379 0.19 0.12 -0.29 -1.213
C 0.459 -4.364 -2.418 -0.05 -0.06 -0.01 -1.736
C 1.229 0.281 -1.610 1.23 0.47 0.43 -0.867
C 2.038 0.384 -0.538 -0.12 0.33 -1.34 -0.812
H 3.465 2.926 1.831 -0.12 0.06 0.24 0.354
H 2.285 4.022 2.578 0.03 -0.09 0.00 0.439
H 3.383 3.091 3.603 -0.08 -0.03 -0.20 0.305
H 1.186 1.950 1.798 0.13 -0.05 0.05 0.090
H 0.035 1.265 3.882 0.18 0.02 0.08 0.260
H 1.276 2.105 4.856 -0.12 -0.12 -0.21 0.359
H 0.229 3.023 3.771 0.07 -0.01 0.02 0.440
H 3.510 1.030 4.591 0.05 -0.21 -0.06 0.436
H 4.763 -1.145 4.663 -0.28 0.14 -0.36 0.369
H 4.487 -2.761 2.784 -0.01 0.24 0.11 0.309
H 2.086 -2.392 0.011 0.26 0.06 0.16 -0.956
H 2.319 -4.230 1.782 0.15 0.05 -0.14 0.402
H 2.784 -4.682 0.131 0.08 0.21 0.16 0.313
H 4.038 -4.344 1.323 -0.24 0.07 -0.02 0.402
H 4.152 -1.261 -0.804 0.07 -0.27 0.12 0.154
H 5.145 -2.399 0.144 -0.22 0.06 -0.18 0.387
H 4.206 -2.971 -1.253 -0.07 0.08 0.27 0.416
H -1.420 1.612 -1.579 0.02 -0.08 -0.13 0.013
H -3.651 0.788 -0.988 -0.07 0.04 -0.21 0.333
H -3.713 2.498 -1.428 0.00 -0.04 -0.21 0.188
H -4.303 1.306 -2.573 0.17 -0.10 0.13 0.357
H -0.871 2.370 -3.892 -0.27 0.05 0.05 0.361
H -2.603 2.333 -4.314 0.19 0.00 0.13 0.326
H -2.016 3.470 -3.095 0.02 -0.08 -0.01 0.429
H -3.338 0.148 -4.443 0.09 -0.21 -0.03 0.386
H -2.860 -2.126 -5.396 0.26 0.19 0.34 0.367
H -0.986 -3.467 -4.437 -0.14 0.21 -0.06 0.302
H 0.973 -2.533 -1.455 -0.10 0.02 -0.30 -0.979
H 2.214 -1.508 -3.354 -0.07 -0.30 -0.06 0.160
H 2.819 -3.147 -3.081 -0.28 0.06 -0.01 0.417
H 1.686 -2.839 -4.417 0.11 0.09 0.25 0.380
H -0.488 -4.587 -1.910 0.18 0.05 -0.12 0.410
H 0.431 -4.809 -3.422 -0.05 0.09 0.22 0.402
H 1.262 -4.876 -1.868 -0.15 0.18 -0.15 0.310
H 1.480 0.470 -2.642 -0.01 0.15 0.07 0.754
H 3.077 0.674 -0.527 -0.08 0.16 -0.02 0.690
C -2.864 2.384 1.893 0.27 0.41 0.23 0.697
C -3.327 2.074 3.171 -0.03 -0.27 0.15 -0.206
C -4.635 2.151 3.654 0.16 0.19 0.35 -0.361
C -5.805 2.490 2.977 -0.15 -0.22 0.19 -0.277
C -5.925 3.072 1.724 -0.22 -0.05 -0.31 -0.369
C -4.897 3.465 0.872 0.24 0.43 0.00 -0.079
C -3.534 3.167 0.954 -0.03 0.08 -0.33 -0.292
H -1.822 2.114 1.658 -0.46 0.30 0.20 -0.019
H -2.571 1.723 3.889 -0.36 0.04 -0.40 0.314
H -4.759 1.908 4.714 0.01 -0.13 -0.40 0.381
H -6.740 2.309 3.519 0.36 0.17 -0.16 0.343
H -6.943 3.291 1.378 0.41 0.00 0.23 0.354
H -5.194 4.099 0.027 0.11 -0.40 0.23 0.354
H -2.911 3.587 0.151 -0.28 -0.34 0.37 0.473